No. 1
ORCA calculation (ωB97M-V/def2-TZVPD) on C20H30HgO14P as an isolated structure at a distorted geometry.

Structure (ORCA input):
```
! wB97M-V def2-TZVPD RIJCOSX def2/J DEFGRID3
* xyz -1 1
Hg -1.309 -0.728 0.498
P -3.877 -0.625 0.524
O -3.104 0.136 1.627
O -3.139 0.041 -0.712
O -5.372 -0.459 0.341
O -3.233 -2.046 0.441
O -0.724 -2.005 -1.646
C -1.078 -2.009 -2.788
O -0.618 -1.043 -3.622
C -1.389 -1.107 -4.822
C -1.728 -2.619 -4.927
C -2.056 -2.937 -3.477
H -0.752 -0.865 -5.674
H -2.287 -0.491 -4.850
H -0.880 -3.227 -5.240
H -2.594 -2.754 -5.576
H -1.760 -3.923 -3.131
H -3.031 -2.550 -3.176
O 1.160 -0.917 0.451
C 2.278 -0.776 0.082
O 3.258 -0.341 0.926
C 4.511 -0.265 0.234
C 4.105 -0.182 -1.248
C 2.871 -1.090 -1.263
H 5.132 -1.133 0.470
H 5.070 0.588 0.618
H 4.865 -0.489 -1.968
H 3.818 0.821 -1.569
H 3.202 -2.120 -1.389
H 2.161 -0.798 -2.034
O -0.720 -1.926 2.348
C -1.152 -2.068 3.449
O -1.011 -3.249 4.119
C -1.451 -3.159 5.488
C -2.073 -1.796 5.595
C -1.856 -1.021 4.289
H -0.589 -3.238 6.157
H -2.092 -4.026 5.646
H -1.706 -1.211 6.439
H -3.161 -1.890 5.640
H -1.188 -0.162 4.334
H -2.769 -0.713 3.777
O -0.320 0.993 -0.958
C -0.182 1.637 -1.934
O 1.088 1.876 -2.472
C 0.854 2.371 -3.798
C -0.342 3.283 -3.678
C -1.191 2.474 -2.699
H 0.714 1.517 -4.468
H 1.771 2.840 -4.159
H -0.821 3.372 -4.653
H -0.094 4.268 -3.289
H -1.914 1.766 -3.115
H -1.786 3.003 -1.954
O -0.426 1.048 1.920
C 0.456 1.716 2.352
O 0.613 1.869 3.699
C 1.572 2.860 3.997
C 2.423 2.979 2.715
C 1.477 2.549 1.587
H 2.303 2.703 4.798
H 1.064 3.762 4.349
H 3.243 2.261 2.719
H 2.829 3.989 2.653
H 1.938 1.840 0.906
H 1.004 3.397 1.099
*
```

Computed properties:
Energy relative to the best compared isomer or geometry (same formula, charge and spin) ... 0.0 kJ/mol

No. 2
ORCA calculation (ωB97M-V/def2-TZVPD) on a 25-piece molecular cluster, C35H64Cl49F12N3O2PS overall at a distorted geometry.

Structure (ORCA input):
```
! wB97M-V def2-TZVPD RIJCOSX def2/J DEFGRID3
* xyz 1 1
C 2.827 6.187 -0.267
C 2.162 4.856 -0.605
O 0.943 4.724 0.150
C 0.834 3.557 0.882
N -0.285 2.671 0.426
C -0.748 3.227 -0.796
N -1.669 4.101 -0.942
P -2.733 4.698 0.419
O -4.139 4.938 -0.369
Cl -3.129 3.147 1.736
N 0.040 2.696 -1.804
C 0.755 1.517 -1.222
C -0.011 1.290 0.136
C 0.984 0.431 0.998
C 1.261 0.832 2.454
C 0.100 0.693 3.415
F -0.910 1.467 2.913
F -0.419 -0.524 3.452
C 0.296 1.292 4.836
F -0.825 1.207 5.491
F 0.520 2.584 4.659
S 1.705 0.630 5.896
F 0.624 -0.010 6.886
F 1.602 1.950 6.778
F 2.817 1.338 5.038
F 1.830 -0.731 5.126
F 2.815 0.134 6.882
C -1.169 0.353 -0.189
F -0.772 -0.637 -0.957
F -2.178 0.961 -0.825
F -1.687 -0.213 0.887
H 2.997 6.199 0.812
H 2.103 6.968 -0.490
H 3.751 6.330 -0.817
H 2.854 4.005 -0.522
H 1.876 4.915 -1.663
H 0.612 3.841 1.918
H 1.758 2.984 0.951
H -1.849 4.438 -1.886
H -4.409 4.123 -0.836
H -0.661 2.324 -2.458
H 1.765 1.910 -1.078
H 0.935 0.672 -1.889
H 0.724 -0.632 1.004
H 1.942 0.462 0.487
H 2.046 0.159 2.811
H 1.685 1.824 2.600
C -4.924 0.648 -3.530
Cl -4.400 -0.171 -4.997
Cl -3.897 2.056 -3.178
H -5.946 0.988 -3.658
H -4.862 -0.045 -2.698
C 4.499 3.022 7.316
Cl 5.650 3.848 6.251
Cl 4.329 3.856 8.862
H 3.538 2.996 6.828
H 4.853 2.013 7.499
C 2.928 -2.345 -1.701
Cl 2.649 -0.900 -2.686
Cl 1.908 -2.313 -0.257
H 2.682 -3.224 -2.286
H 3.975 -2.370 -1.413
C -2.053 -1.660 -7.978
Cl -3.595 -2.367 -7.473
Cl -2.194 -0.815 -9.527
H -1.734 -0.955 -7.223
H -1.318 -2.450 -8.083
C -0.318 0.034 9.927
Cl 1.180 0.889 10.325
Cl -1.651 0.525 10.979
H -0.583 0.259 8.901
H -0.159 -1.035 10.042
C -4.063 8.339 0.777
Cl -2.523 7.544 1.165
Cl -4.731 9.175 2.177
H -3.891 9.060 -0.014
H -4.769 7.584 0.449
C 0.784 -4.564 -9.299
Cl 2.018 -3.580 -10.086
Cl 0.464 -4.006 -7.647
H -0.133 -4.497 -9.873
H 1.126 -5.592 -9.260
C -1.845 -3.304 7.967
Cl -1.323 -2.973 9.623
Cl -2.318 -4.991 7.752
H -2.699 -2.673 7.744
H -1.027 -3.079 7.291
C 1.553 0.261 -8.904
Cl 3.036 1.040 -8.337
Cl 0.171 0.671 -7.878
H 1.347 0.594 -9.915
H 1.696 -0.814 -8.886
C 6.044 3.618 -0.327
Cl 4.558 3.080 0.480
Cl 5.718 4.170 -1.972
H 6.469 4.437 0.243
H 6.738 2.787 -0.365
C 1.120 -4.114 -14.006
Cl 2.283 -2.985 -13.298
Cl -0.016 -4.751 -12.808
H 0.556 -3.594 -14.772
H 1.664 -4.944 -14.442
C 7.437 -2.682 -1.076
Cl 6.178 -2.180 -2.217
Cl 6.726 -3.190 0.457
H 7.990 -3.509 -1.502
H 8.101 -1.843 -0.899
C -5.852 0.627 1.624
Cl -5.499 0.917 -0.089
Cl -6.999 -0.694 1.836
H -4.926 0.373 2.128
H -6.274 1.531 2.048
C -5.722 -0.018 -11.346
Cl -5.808 -0.817 -12.918
Cl -7.154 -0.356 -10.363
H -4.847 -0.379 -10.816
H -5.652 1.053 -11.500
C -5.797 -2.816 8.975
Cl -4.582 -1.662 9.544
Cl -6.944 -2.063 7.860
H -5.293 -3.629 8.461
H -6.342 -3.199 9.831
C 4.264 4.380 -9.654
Cl 5.495 5.413 -8.917
Cl 3.188 5.302 -10.710
H 4.757 3.614 -10.242
H 3.675 3.924 -8.868
C -5.149 -7.674 6.032
Cl -3.573 -8.254 6.582
Cl -5.445 -6.008 6.543
H -5.178 -7.716 4.949
H -5.921 -8.309 6.451
C -10.007 -1.611 10.545
Cl -9.756 -3.349 10.339
Cl -9.784 -1.114 12.226
H -9.290 -1.082 9.927
H -11.017 -1.367 10.240
C 4.794 -2.696 4.684
Cl 5.199 -3.724 3.304
Cl 5.818 -1.255 4.742
H 3.759 -2.385 4.597
H 4.935 -3.263 5.590
C 9.174 3.591 7.247
Cl 10.282 4.730 8.018
Cl 9.960 2.714 5.925
H 8.836 2.875 7.988
H 8.330 4.139 6.847
C 4.974 -3.523 8.675
Cl 4.073 -2.323 7.734
Cl 6.693 -3.497 8.272
H 4.855 -3.298 9.728
H 4.577 -4.508 8.456
C 11.385 -3.952 -0.616
Cl 9.911 -4.561 0.149
Cl 11.064 -3.343 -2.245
H 11.781 -3.144 -0.012
H 12.105 -4.759 -0.679
C -6.754 -4.057 -7.445
Cl -6.893 -2.490 -8.255
Cl -7.949 -4.236 -6.155
H -6.910 -4.842 -8.177
H -5.761 -4.143 -7.016
C -10.160 -2.301 -10.173
Cl -10.251 -3.099 -11.748
Cl -11.589 -2.639 -9.188
H -9.282 -2.661 -9.650
H -10.089 -1.231 -10.328
*
```

No. 3
ORCA calculation (ωB97M-V/def2-TZVPD) on a 3-piece molecular cluster, C19H28ClIN2O2P overall at a distorted geometry.

Structure (ORCA input):
```
! wB97M-V def2-TZVPD RIJCOSX def2/J DEFGRID3
* xyz 1 1
C -3.650 3.972 3.178
C -2.413 3.025 3.788
N -1.049 3.561 3.458
C -0.163 2.597 2.712
C -0.366 2.650 1.052
N -1.271 1.472 0.670
I -2.110 1.798 -1.184
C -0.634 0.116 0.868
C -1.766 -1.042 1.285
P 0.511 -0.469 -0.543
O 1.264 0.904 -1.382
Cl -0.632 -1.504 -2.066
C 0.347 0.261 2.215
O -0.166 1.211 3.211
H -3.359 5.102 3.107
H -3.963 3.578 2.107
H -4.582 3.781 3.898
H -2.650 1.942 3.422
H -2.583 3.030 4.968
H -1.139 4.471 2.912
H 0.954 2.989 2.871
H 0.667 2.648 0.486
H -0.944 3.668 0.830
H -2.076 1.519 1.365
H -2.113 -0.854 2.406
H -1.200 -2.081 1.237
H -2.718 -1.002 0.589
H 2.097 0.512 -1.823
H 0.413 -0.813 2.724
H 1.452 0.532 1.888
C 5.902 -1.449 1.883
C 4.996 -0.937 0.955
C 4.210 0.167 1.283
C 4.338 0.766 2.536
C 5.247 0.257 3.463
C 6.026 -0.854 3.138
H 6.512 -2.312 1.628
H 4.901 -1.400 -0.024
H 3.499 0.562 0.562
H 3.729 1.630 2.790
H 5.348 0.725 4.439
H 6.731 -1.254 3.862
C -1.879 -3.185 -5.141
C -1.531 -4.459 -5.588
C -1.955 -4.899 -6.841
C -2.720 -4.061 -7.653
C -3.065 -2.785 -7.207
C -2.648 -2.348 -5.950
H -1.551 -2.843 -4.163
H -0.929 -5.110 -4.958
H -1.690 -5.895 -7.186
H -3.046 -4.402 -8.632
H -3.659 -2.131 -7.841
H -2.922 -1.356 -5.601
*
```

| no. | lowest unoccupied orbital energy (eV) | HOMO-LUMO gap (eV) |
| --- | --- | --- |
| 1 | 2.135 | 4.20 |
| 2 | -3.001 | 8.66 |
| 3 | -5.031 | 5.97 |